No. 1
10 unconnected molecules or ions with the total composition C29H39F6N9P, computed with ωB97M-V with the def2-TZVPD basis set.

## Properties
Total charge: +1
Orbital gap: 0.36920 Ha
Largest force on an atom: 0.6 eV/A
HOMO level: -12.508 eV

Each line ends with the Löwdin charge.
CARTESIAN COORDINATES (ANGSTROEM)
C: 1.135 -4.246 0.671  -0.09
C: 2.018 -3.011 0.857  -0.22
C: 2.741 -2.647 -0.435  -0.46
F: 2.025 -2.913 -1.582  -0.03
P: 3.240 -0.875 -0.573  1.26
C: 2.121 0.404 0.224  -0.59
F: 2.475 0.465 1.526  0.08
F: 2.543 1.575 -0.354  0.05
C: 0.641 0.231 0.043  -0.17
C: -0.212 0.719 1.031  -0.01
C: -1.576 0.591 0.849  -0.06
C: -2.082 -0.016 -0.288  0.00
C: -1.228 -0.498 -1.263  -0.10
C: -1.727 -1.182 -2.503  -0.59
F: -1.367 -0.524 -3.616  0.15
F: -3.060 -1.302 -2.516  0.15
F: -1.208 -2.423 -2.604  0.14
C: 0.146 -0.368 -1.101  0.02
H: 0.461 -4.127 -0.177  0.08
H: 1.703 -5.161 0.502  0.09
H: 0.507 -4.374 1.548  0.05
H: 2.773 -3.242 1.612  0.13
H: 1.398 -2.210 1.261  0.06
H: 3.679 -3.204 -0.498  0.09
H: 3.290 -0.552 -1.932  0.06
H: 4.524 -0.686 -0.065  0.04
H: 0.181 1.166 1.930  0.08
H: -2.229 0.962 1.626  0.09
H: -3.150 -0.135 -0.417  0.12
H: 0.807 -0.741 -1.877  0.11
C: 1.743 4.322 -2.199  -0.08
C: 0.830 5.432 -1.944  -0.28
N: 0.098 6.292 -1.740  0.13
H: 1.827 4.141 -3.268  0.06
H: 2.732 4.554 -1.809  0.08
H: 1.367 3.424 -1.712  0.06
C: 7.944 -1.257 -1.043  -0.05
C: 6.758 -2.092 -1.204  -0.25
N: 5.825 -2.752 -1.326  0.14
H: 8.771 -1.687 -1.605  0.09
H: 7.745 -0.254 -1.418  0.09
H: 8.218 -1.203 0.009  0.09
C: -5.093 2.978 -1.430  -0.07
C: -4.496 2.795 -0.110  -0.26
N: -4.028 2.658 0.929  0.14
H: -6.176 2.903 -1.369  0.06
H: -4.829 3.958 -1.820  0.09
H: -4.719 2.211 -2.108  0.07
C: -6.989 1.393 -4.950  -0.06
C: -7.556 2.258 -3.920  -0.28
N: -8.013 2.937 -3.116  0.14
H: -6.074 0.928 -4.585  0.07
H: -7.703 0.614 -5.209  0.09
H: -6.762 1.978 -5.838  0.09
C: -3.364 -3.013 2.499  -0.05
C: -2.006 -2.585 2.196  -0.23
N: -0.932 -2.251 1.968  0.19
H: -3.972 -2.159 2.797  0.09
H: -3.804 -3.480 1.620  0.09
H: -3.347 -3.745 3.302  0.05
C: 3.329 3.851 -6.807  -0.06
C: 3.878 3.649 -5.470  -0.28
N: 4.307 3.499 -4.416  0.13
H: 2.244 3.770 -6.779  0.08
H: 3.602 4.840 -7.171  0.09
H: 3.726 3.100 -7.487  0.09
C: -0.542 4.564 2.902  -0.04
C: -0.283 3.272 3.528  -0.24
N: -0.106 2.242 4.004  0.15
H: -0.090 4.594 1.913  0.08
H: -1.616 4.713 2.806  0.09
H: -0.121 5.361 3.512  0.09
C: 0.281 0.070 6.620  -0.07
C: 0.614 -1.321 6.327  -0.28
N: 0.862 -2.411 6.067  0.11
H: -0.644 0.119 7.192  0.08
H: 1.080 0.533 7.196  0.08
H: 0.154 0.616 5.687  0.02
C: -0.437 -5.988 4.716  -0.06
C: -1.722 -6.045 4.026  -0.27
N: -2.733 -6.084 3.483  0.13
H: -0.592 -6.074 5.789  0.09
H: 0.197 -6.806 4.380  0.08
H: 0.055 -5.039 4.507  0.06

***

No. 2
A molecular structure, C29H39N6O5STi at a distorted geometry, computed with ωB97M-V with the def2-TZVPD basis set.

## Properties
Total charge: -1
Multiplicity: 3
Orbital gap (spin up / spin down): 0.18044 / 0.24658 Ha
Largest force on an atom: 2.5 eV/A
HOMO level (spin up / spin down): -2.345 / -4.503 eV

Each line ends with the Löwdin charge.
CARTESIAN COORDINATES (ANGSTROEM)
Ti: -0.618 -0.326 -0.436  1.06
O: -1.978 -2.746 -3.468  0.00
C: -1.813 -2.569 -2.078  -0.59
O: -0.880 -1.613 -1.803  -0.23
C: -3.224 -2.203 -1.544  -0.09
O: -3.199 -1.264 -0.478  -0.18
C: -3.994 -0.123 -0.775  -0.12
C: -3.278 0.790 -1.749  -0.65
O: -3.926 1.469 -2.533  0.04
O: -2.006 0.769 -1.596  -0.13
H: -1.146 -2.448 -3.859  0.10
H: -3.781 -1.798 -2.388  0.14
H: -3.736 -3.100 -1.186  0.13
H: -4.968 -0.413 -1.171  0.13
H: -4.146 0.412 0.166  0.13
N: 2.643 -2.822 0.746  0.15
C: 3.077 -1.693 1.404  -0.21
C: 4.284 -1.406 2.010  -0.04
C: 4.443 -0.138 2.569  -0.12
C: 3.413 0.792 2.500  -0.10
C: 2.194 0.482 1.895  -0.06
C: 2.005 -0.782 1.362  -0.25
N: 0.920 -1.338 0.671  0.04
C: 1.319 -2.634 0.368  -0.27
C: 0.559 -3.557 -0.342  -0.37
C: 1.079 -4.381 -1.429  -0.39
S: -0.184 -4.944 -2.418  0.94
C: -1.389 -3.953 -1.412  -0.48
N: -0.766 -3.594 -0.194  0.06
H: 3.158 -3.670 0.607  0.15
H: 5.087 -2.134 2.030  0.10
H: 5.379 0.124 3.047  0.09
H: 3.560 1.785 2.907  0.09
H: 1.431 1.231 1.784  0.07
H: 2.108 -4.427 -1.753  0.05
H: -2.286 -4.558 -1.288  0.10
N: -2.669 -2.663 2.127  0.01
C: -1.591 -2.517 3.112  -0.27
C: -1.664 -1.152 3.779  -0.20
C: -1.069 -0.012 2.983  -0.23
N: -1.545 0.116 1.591  0.00
H: -3.360 -3.334 2.432  0.06
H: -2.299 -2.967 1.226  0.03
H: -0.622 -2.627 2.615  0.10
H: -1.643 -3.290 3.885  0.10
H: -1.116 -1.154 4.728  0.11
H: -2.717 -0.952 4.007  0.11
H: 0.012 -0.132 2.945  0.09
H: -1.277 0.917 3.517  0.11
H: -1.484 1.097 1.331  0.04
H: -2.508 -0.202 1.504  0.07
C: 3.479 0.564 -1.543  -0.04
C: 2.444 1.065 -2.556  -0.37
C: 1.521 -0.068 -2.988  -0.06
C: 1.755 2.323 -2.050  -0.13
C: 2.230 3.511 -2.603  -0.06
C: 1.778 4.753 -2.200  -0.11
C: 0.804 4.791 -1.221  -0.07
C: 0.279 3.637 -0.645  -0.13
C: -0.809 3.872 0.396  -0.36
C: -0.398 3.434 1.804  -0.07
C: -2.175 3.309 0.004  -0.05
C: 0.761 2.361 -1.039  -0.21
N: 0.267 1.209 -0.423  -0.06
H: 3.934 -0.374 -1.878  0.08
H: 3.004 0.389 -0.579  0.06
H: 4.274 1.300 -1.395  0.08
H: 2.992 1.385 -3.447  0.11
H: 1.137 -0.590 -2.125  0.02
H: 2.068 -0.801 -3.588  0.08
H: 0.664 0.295 -3.557  0.09
H: 2.989 3.445 -3.376  0.10
H: 2.166 5.663 -2.641  0.09
H: 0.416 5.750 -0.893  0.10
H: -0.928 4.957 0.435  0.11
H: -0.168 2.372 1.820  0.02
H: -1.203 3.622 2.522  0.08
H: 0.494 3.968 2.140  0.08
H: -2.120 2.244 -0.208  0.03
H: -2.542 3.774 -0.912  0.09
H: -2.903 3.492 0.801  0.08

***

No. 3
5 unconnected molecules or ions with the total composition C29H39NO14 at a distorted geometry, computed with ωB97M-V with the def2-TZVPD basis set.

## Properties
Orbital gap: 0.35604 Ha
SMILES: CC(C)CCN1C(=O)c2ccccc2C1=O.C[C@@H]1COC(=O)O1.C[C@@H]1COC(=O)O1.C[C@@H]1COC(=O)O1.C[C@@H]1COC(=O)O1
Largest force on an atom: 1.6 eV/A
HOMO level: -9.973 eV

Each line ends with the Löwdin charge.
CARTESIAN COORDINATES (ANGSTROEM)
C: -0.524 3.455 1.102  -0.07
C: -0.249 2.309 0.115  -0.42
C: -1.159 1.144 0.531  -0.08
C: 1.223 1.871 0.157  -0.15
C: 2.117 2.666 -0.807  -0.12
N: 3.129 1.813 -1.499  0.03
C: 4.286 2.648 -1.703  -0.37
O: 5.213 2.752 -0.969  0.16
C: 4.071 3.279 -3.058  -0.08
C: 4.651 4.384 -3.660  0.01
C: 4.231 4.707 -4.949  -0.06
C: 3.288 3.931 -5.622  -0.06
C: 2.713 2.816 -5.011  0.01
C: 3.118 2.527 -3.719  -0.09
C: 2.659 1.427 -2.800  -0.36
O: 2.037 0.442 -3.035  0.15
H: -1.595 3.485 1.292  0.07
H: -0.273 4.421 0.662  0.08
H: 0.002 3.295 2.039  0.08
H: -0.532 2.634 -0.887  0.12
H: -2.186 1.434 0.308  0.04
H: -0.872 0.196 0.077  0.07
H: -1.083 1.048 1.617  0.09
H: 1.572 2.049 1.173  0.11
H: 1.279 0.819 -0.112  0.10
H: 2.622 3.452 -0.251  0.13
H: 1.464 3.192 -1.513  0.13
H: 5.390 4.961 -3.125  0.12
H: 4.643 5.575 -5.441  0.11
H: 2.977 4.211 -6.618  0.11
H: 1.975 2.205 -5.509  0.12
C: -6.744 0.967 1.716  -0.01
C: -6.257 1.878 0.620  -0.32
C: -6.396 1.330 -0.780  -0.09
O: -5.347 2.020 -1.476  0.07
C: -4.391 2.321 -0.566  -0.56
O: -3.308 2.735 -0.834  0.15
O: -4.831 2.082 0.690  0.09
H: -6.434 1.340 2.692  0.09
H: -7.831 0.893 1.698  0.09
H: -6.324 -0.035 1.611  0.08
H: -6.734 2.859 0.706  0.16
H: -7.361 1.543 -1.234  0.14
H: -6.198 0.257 -0.834  0.14
C: -3.246 -3.418 0.884  -0.01
C: -3.365 -2.327 1.915  -0.32
C: -2.409 -2.427 3.080  -0.08
O: -3.137 -1.739 4.113  0.07
C: -4.453 -1.865 3.837  -0.57
O: -5.333 -1.562 4.577  0.15
O: -4.638 -2.380 2.594  0.07
H: -4.087 -3.381 0.190  0.09
H: -2.321 -3.307 0.325  0.06
H: -3.259 -4.406 1.348  0.10
H: -3.288 -1.346 1.433  0.15
H: -1.451 -1.946 2.899  0.14
H: -2.240 -3.457 3.402  0.14
C: 2.436 -4.974 -2.604  -0.02
C: 1.241 -5.015 -1.686  -0.33
C: 0.270 -3.871 -1.846  -0.08
O: -0.321 -3.797 -0.539  0.03
C: 0.593 -4.276 0.346  -0.56
O: 0.496 -4.192 1.526  0.17
O: 1.630 -4.854 -0.309  0.08
H: 3.178 -5.710 -2.296  0.09
H: 2.138 -5.184 -3.630  0.09
H: 2.918 -3.996 -2.571  0.09
H: 0.731 -5.979 -1.774  0.16
H: -0.492 -4.054 -2.601  0.14
H: 0.763 -2.919 -2.055  0.14
C: 3.926 -1.818 1.348  -0.02
C: 3.769 -0.737 2.384  -0.34
C: 4.724 -0.821 3.549  -0.09
O: 3.980 -0.164 4.584  0.06
C: 2.659 -0.321 4.301  -0.56
O: 1.773 -0.051 5.042  0.17
O: 2.499 -0.830 3.052  0.08
H: 3.090 -1.802 0.648  0.08
H: 4.853 -1.688 0.790  0.09
H: 3.934 -2.805 1.813  0.09
H: 3.822 0.245 1.903  0.15
H: 5.668 -0.313 3.371  0.14
H: 4.918 -1.850 3.861  0.14